ORCA calculation (ωB97M-V with the def2-TZVPD basis set) on the ion C10H15N3O2 with charge +2 in a non-equilibrium geometry.

Structure (ORCA input):
```
! wB97M-V def2-TZVPD RIJCOSX def2/J DEFGRID3
* xyz 2 1
C -3.6420 -0.9246 0.4558
C -2.8178 0.1592 -0.2000
C -1.3556 -0.0066 -0.4541
N -0.7658 1.0208 -0.8737
C 0.2331 1.7767 -0.7414
C 1.0288 1.8862 0.6561
C 2.0167 2.9377 0.5820
O 1.5642 0.5437 0.6601
N 2.6343 -0.1293 0.0782
O 3.4912 0.5099 -0.3848
C 2.4000 -1.5270 -0.0620
C 3.4222 -2.4225 -0.6785
C 1.2065 -2.0715 0.3033
C -0.0844 -2.0271 0.3798
N -1.0774 -1.2744 -0.2356
H -3.7457 -1.7512 -0.2841
H -4.6693 -0.5578 0.5867
H -3.2201 -1.3353 1.3762
H -2.9416 1.1268 0.3783
H -3.4161 0.2425 -1.2415
H 0.5910 2.2803 -1.6247
H 0.4833 2.0414 1.5179
H 2.5395 3.1861 1.5313
H 1.5033 3.8821 0.2313
H 2.6532 2.8842 -0.3313
H 3.5312 -1.9730 -1.7215
H 3.1076 -3.5321 -0.5119
H 4.3561 -2.2704 -0.2043
H -0.5558 -2.8518 0.9885
H -2.0317 -1.7665 -0.3171
*
```

Properties
**Molar mass**: 209.2 u
**Electronic energy**: -703.82730 a.u.
**HOMO-LUMO gap (spin up / spin down)**: 0.27125 / 0.27095 hartree
**F_max**: 4.93 eV/Å
**E_LUMO (spin up / spin down)**: -10.14 / -10.13 eV

Okay, here come the natural (NBO) numbers, in e, for every atom: C -0.642; C -0.487; C 0.545; N -0.328; C 0.274; C 0.058; C -0.693; O -0.365; N 0.536; O -0.127; C 0.051; C -0.651; C 0.214; C -0.025; N -0.552; H 0.213; H 0.292; H 0.228; H 0.271; H 0.290; H 0.246; H 0.260; H 0.284; H 0.274; H 0.252; H 0.266; H 0.295; H 0.271; H 0.281; H 0.469



ORCA calculation (ωB97M-V with the def2-TZVPD basis set) on the ion C10H15N3S with charge +2 in a non-equilibrium geometry.

Structure (ORCA input):
```
! wB97M-V def2-TZVPD RIJCOSX def2/J DEFGRID3
* xyz 2 1
C 2.2040 2.1401 -3.2615
C 1.0841 2.8448 -2.8128
C 2.5373 0.8918 -2.8805
C 0.1960 2.1744 -2.0181
C 1.5682 0.1674 -2.1179
C 0.4293 0.8261 -1.7047
C -1.1943 -0.7480 -0.8467
C -0.4240 -0.8068 1.3639
C -1.4691 -0.7079 2.4469
C 0.9656 -1.5082 1.6126
N -1.1739 -1.4418 0.2387
N -0.5098 0.3506 -0.8146
N -0.0825 0.4279 0.8182
S -1.9610 -1.1391 -2.3644
H 2.9788 2.6315 -3.7629
H 0.9668 3.9121 -2.9479
H 3.5196 0.6360 -3.2094
H -0.7808 2.7046 -1.8441
H 1.7736 -0.9105 -2.0066
H -2.4279 -0.2567 2.0455
H -1.1011 -0.0658 3.2514
H -1.6880 -1.7536 2.8240
H 1.5652 -1.0689 0.8017
H 0.8690 -2.5282 1.7374
H 1.2511 -1.2974 2.6186
H -1.9590 -1.9071 0.4524
H -0.6849 1.1909 1.1622
H 0.8825 0.7770 0.8603
H -2.5783 -2.3017 -1.9693
*
```

Properties
**Molar mass**: 209.3 u
**Electronic energy**: -951.77657 a.u.
**HOMO-LUMO gap**: 0.29116 hartree
**F_max**: 4.78 eV/Å
**E_LUMO**: -8.72 eV

Okay, here come the natural (NBO) numbers, in e, for every atom: C -0.109; C -0.161; C -0.182; C -0.183; C -0.179; C -0.014; C 0.358; C 0.249; C -0.654; C -0.606; N -0.506; N -0.188; N -0.427; S 0.262; H 0.241; H 0.258; H 0.265; H 0.256; H 0.252; H 0.242; H 0.263; H 0.278; H 0.210; H 0.267; H 0.264; H 0.428; H 0.455; H 0.468; H 0.193